A single C2H5OP molecule in a non-equilibrium geometry, computed with wB97M-V/def2-TZVPD.

Structure (ORCA input):
```
! RIJCOSX wB97M-V def2-TZVPD def2/J DEFGRID3
* xyz 0 1
C 1.734 -0.043 0.489
C 0.686 -0.482 -0.078
O -0.593 0.449 -0.308
P -2.082 -0.222 0.167
H 2.630 -0.643 0.472
H 2.078 0.991 0.817
H 0.565 -1.506 -0.413
H -2.740 0.821 -0.481
H -2.174 0.385 1.293
*
```

Output
SMILES: C=COP
relative energy (zero: lowest compared OMol25 entry of this formula, charge and spin): 199.60 kJ/mol
HOMO energy: -0.347 Eh
frontier orbital gap: 10.5 eV
E_LUMO: 1.03 eV

A molecular structure, C53H38Br2N4OW, computed with wB97M-V/def2-TZVPD.

Structure (ORCA input):
```
! RIJCOSX wB97M-V def2-TZVPD def2/J DEFGRID3
* xyz 2 3
W 0.013 -0.414 -0.103
C -3.052 1.835 -7.001
C -1.795 1.251 -6.998
C -1.208 0.869 -5.802
C -1.877 1.088 -4.602
C -3.138 1.676 -4.606
C -3.727 2.044 -5.805
C -1.248 0.686 -3.318
C -0.838 1.651 -2.416
C -1.067 3.046 -2.589
C -0.749 3.651 -1.420
C -0.264 2.639 -0.544
C 0.286 2.908 0.708
C 0.041 4.237 1.319
C -1.263 4.626 1.610
C -1.514 5.856 2.195
C -0.464 6.718 2.475
C 0.837 6.352 2.157
C 1.090 5.116 1.583
C 1.120 1.999 1.331
N 1.412 0.718 0.829
C 2.531 0.304 1.547
C 3.224 -0.882 1.347
C 4.462 -1.119 2.139
C 5.626 -0.421 1.842
C 6.777 -0.659 2.578
C 6.762 -1.583 3.612
C 5.598 -2.273 3.917
C 4.447 -2.047 3.178
C 2.766 -1.848 0.475
C 3.360 -3.143 0.364
C 2.520 -3.905 -0.369
C 1.439 -3.067 -0.772
N 1.605 -1.773 -0.290
C 0.399 -3.494 -1.576
C -0.449 -2.579 -2.175
C -1.292 -2.883 -3.275
C -1.665 -1.702 -3.828
C -1.108 -0.661 -3.037
N -0.399 -1.199 -1.961
C 0.276 -4.939 -1.902
C -0.306 -5.777 -0.955
C -0.437 -7.132 -1.222
C 0.021 -7.646 -2.426
C 0.607 -6.811 -3.365
C 0.733 -5.454 -3.108
C 2.848 1.257 2.551
C 1.956 2.274 2.448
N -0.283 1.399 -1.165
H -3.508 2.127 -7.936
H -1.270 1.091 -7.929
H -0.226 0.413 -5.799
H -3.666 1.834 -3.673
H -4.711 2.491 -5.810
H -1.433 3.492 -3.497
H -0.790 4.699 -1.181
H -2.086 3.963 1.380
H -2.529 6.148 2.425
H -0.659 7.679 2.926
H 1.657 7.030 2.344
H 2.102 4.856 1.298
H 5.635 0.299 1.034
H 7.686 -0.126 2.341
H 7.662 -1.767 4.182
H 5.585 -2.987 4.728
H 3.533 -2.579 3.410
H 4.293 -3.423 0.820
H 2.617 -4.941 -0.643
H -1.526 -3.879 -3.606
H -2.268 -1.533 -4.703
H -0.651 -5.367 -0.015
H -0.892 -7.783 -0.489
H -0.077 -8.703 -2.631
H 0.967 -7.217 -4.300
H 1.193 -4.802 -3.840
H 3.661 1.155 3.249
H 1.888 3.153 3.065
Br -3.435 -2.047 -0.617
C -3.942 -3.057 0.847
Br -0.441 -2.071 1.762
H -3.891 -4.125 0.745
H -4.320 -2.539 1.707
C -3.593 1.465 0.797
C -2.372 1.086 1.572
O -1.478 0.473 0.945
C -2.190 1.416 2.972
C -1.071 0.936 3.663
C -0.875 1.301 4.979
C -1.786 2.139 5.609
C -2.915 2.602 4.942
C -3.120 2.238 3.624
H -3.402 1.348 -0.268
H -3.908 2.484 1.011
H -4.408 0.794 1.083
H -0.385 0.258 3.175
H -0.019 0.930 5.526
H -1.623 2.427 6.638
H -3.624 3.238 5.450
H -4.004 2.593 3.115
*
```

Output
⟨S²⟩: 2.027
relative energy (zero: lowest compared OMol25 entry of this formula, charge and spin): 74.29 kJ/mol
HOMO energy (spin up / spin down): -0.464 / -0.463 Eh
frontier orbital gap (spin up / spin down): 5.7 / 5.8 eV
E_LUMO (spin up / spin down): -6.92 / -6.84 eV

A molecular structure, C33H34LiN2O in a non-equilibrium geometry, computed with wB97M-V/def2-TZVPD.

Structure (ORCA input):
```
! RIJCOSX wB97M-V def2-TZVPD def2/J DEFGRID3
* xyz 1 1
C -2.653 2.559 4.105
N -2.587 1.822 2.868
C -3.725 1.591 2.153
O -4.870 1.913 2.467
C -3.321 0.880 0.865
C -3.736 1.708 -0.354
C -3.100 3.079 -0.290
C -3.727 4.121 0.404
C -3.139 5.383 0.462
C -1.911 5.605 -0.168
C -1.278 4.569 -0.862
C -1.879 3.310 -0.927
N -1.886 0.741 1.008
C -1.154 0.092 0.074
C 0.235 -0.077 0.078
C 0.971 -0.713 -0.937
C 2.425 -0.804 -0.979
C 3.200 -1.224 -2.132
C 4.585 -1.406 -2.078
C 5.289 -1.009 -0.940
C 4.573 -0.533 0.169
C 3.184 -0.470 0.174
C -1.360 1.352 2.249
C -0.387 2.537 2.011
C 0.623 2.496 3.156
C 0.455 1.152 3.900
C -0.637 0.351 3.194
H -3.708 2.788 4.297
H -2.265 1.971 4.944
H -2.104 3.508 4.051
H -3.814 -0.111 0.863
H -3.452 1.165 -1.265
H -4.831 1.794 -0.304
H -4.689 3.928 0.890
H -3.645 6.181 1.007
H -1.448 6.589 -0.125
H -0.316 4.719 -1.353
H -1.411 2.491 -1.482
H -1.760 -0.329 -0.743
H 0.780 0.366 0.919
H 0.383 -1.074 -1.802
H 2.722 -1.435 -3.110
H 5.098 -1.817 -2.959
H 6.377 -1.046 -0.930
H 5.106 -0.193 1.051
H 2.647 -0.132 1.065
H 0.104 2.409 1.039
H -0.951 3.481 1.976
H 1.649 2.598 2.774
H 0.449 3.334 3.846
H 1.408 0.601 3.912
H 0.174 1.342 4.946
H -1.366 -0.077 3.897
H -0.208 -0.456 2.594
C 0.794 -3.560 -4.275
Li 1.705 -2.654 -2.027
C -0.139 -3.061 -3.343
C -0.012 -3.812 -2.116
C 1.112 -4.701 -2.268
C 1.642 -4.499 -3.623
C 2.638 -5.356 -4.111
C 2.997 -6.461 -3.361
C 2.489 -6.657 -2.058
C 1.571 -5.782 -1.494
H 0.950 -3.234 -5.343
H -0.840 -2.232 -3.527
H -0.664 -3.779 -1.227
H 3.012 -5.188 -5.123
H 3.669 -7.202 -3.787
H 2.811 -7.528 -1.493
H 1.146 -5.918 -0.493
*
```

Output
HOMO energy: -0.335 Eh
frontier orbital gap: 3.8 eV
E_LUMO: -5.37 eV

A single C8H10NOP molecule in a non-equilibrium geometry, computed with wB97M-V/def2-TZVPD.

Structure (ORCA input):
```
! RIJCOSX wB97M-V def2-TZVPD def2/J DEFGRID3
* xyz 0 1
C 4.772 0.275 0.024
N 3.499 -0.013 -0.614
P 2.350 -0.443 0.356
O 0.976 -0.813 -0.530
C -0.110 -1.484 0.138
C -1.389 -0.745 -0.008
C -1.269 0.621 -0.265
C -2.412 1.358 -0.374
C -3.634 0.794 -0.131
C -3.800 -0.570 0.090
C -2.619 -1.293 0.230
H 5.097 1.263 -0.091
H 4.832 0.078 1.078
H 5.547 -0.277 -0.524
H 0.246 -1.571 1.111
H -0.132 -2.479 -0.263
H -0.359 1.069 -0.269
H -2.451 2.473 -0.591
H -4.584 1.454 -0.263
H -4.693 -1.075 0.139
H -2.749 -2.313 0.363
*
```

Output
SMILES: C/N=P/OCc1ccccc1
relative energy (zero: lowest compared OMol25 entry of this formula, charge and spin): 42.95 kJ/mol
HOMO energy: -0.341 Eh
frontier orbital gap: 9.5 eV
E_LUMO: 0.26 eV